Entry 1:
This record from OMol25 describes a cluster of 2 separate species, C20H40IO6PS in total in a non-equilibrium geometry. The level of theory is ωB97M-V/def2-TZVPD.

Output
E_HOMO	-7.690	eV
orbital gap	6.4797	eV

```
! RIJCOSX wB97M-V def2-TZVPD def2/J DEFGRID3
* xyz 0 1
C 10.3440 -2.2420 -0.2776
C 9.4195 -3.2563 -0.4514
C 7.9263 -3.0788 -0.4510
O 7.5858 -1.6833 -0.5079
P 6.1348 -1.3700 -1.0862
O 6.2585 -0.7624 -2.4073
O 5.2729 -2.7450 -1.1895
I 4.1752 -2.9157 -2.8578
O 5.3908 -0.4664 -0.0171
C 4.1892 0.1528 -0.5246
C 2.9283 -0.2600 0.2545
C 1.7078 -0.4139 -0.6982
C 0.4935 0.4231 -0.2498
C -0.4966 -0.3783 0.6341
C -1.6839 -0.9105 -0.1897
C -2.8253 0.1415 -0.3208
C -4.2099 -0.4275 -0.0519
C -4.7678 -1.2749 -1.2319
C -6.2863 -1.0392 -1.4297
C -7.1020 -2.3526 -1.6081
C -7.9075 -2.7054 -0.3534
C -7.1478 -3.6511 0.5927
H 10.5901 -1.8211 0.6958
H 10.9102 -1.8634 -1.1273
H 9.7865 -4.2667 -0.6441
H 7.5513 -3.6693 -1.2834
H 7.5193 -3.4750 0.4940
H 4.0147 -0.0170 -1.5846
H 4.3215 1.2267 -0.3875
H 3.0519 -1.2113 0.7698
H 2.6696 0.5305 0.9576
H 1.9462 -0.1179 -1.7228
H 1.3750 -1.4532 -0.7146
H -0.0963 0.7400 -1.1156
H 0.7983 1.3409 0.2571
H -0.8435 0.3174 1.4000
H 0.0059 -1.2148 1.1281
H -2.0519 -1.8596 0.2039
H -1.3064 -1.0746 -1.2048
H -2.7464 0.6037 -1.3069
H -2.6094 0.9327 0.4004
H -4.2260 -1.0158 0.8699
H -4.9180 0.3897 0.1106
H -4.2482 -0.9747 -2.1426
H -4.5612 -2.3248 -1.0188
H -6.4000 -0.4703 -2.3557
H -6.7315 -0.4440 -0.6330
H -6.4448 -3.1633 -1.9263
H -7.8013 -2.1748 -2.4294
H -8.8121 -3.2444 -0.6548
H -8.2519 -1.8137 0.1724
H -6.2309 -3.1684 0.9336
H -6.9463 -4.5767 0.0521
H -7.7628 -3.9267 1.4508
C 0.0915 5.8485 2.7267
C 0.7616 5.8759 1.3469
C 0.7313 4.4455 0.7938
S -0.7024 3.6539 1.5322
O -0.2481 2.5906 2.3936
O -1.7020 3.4331 0.5183
C -1.1902 5.0402 2.5507
H -0.1175 6.8517 3.0953
H 0.7479 5.3544 3.4465
H 0.2019 6.5389 0.6839
H 1.7818 6.2533 1.4007
H 0.6273 4.4277 -0.2883
H 1.6134 3.8807 1.0910
H -1.6063 4.6761 3.4871
H -1.9420 5.6054 2.0003
*
```

***

Entry 2:
This record from OMol25 describes a structure of composition C20H40O19PtS in a non-equilibrium geometry. The level of theory is ωB97M-V/def2-TZVPD.

Output
E_HOMO (spin up / spin down)	-9.002 / -8.871	eV
energy relative to the best compared isomer or geometry (same formula, charge and spin)	724.9	kJ/mol
orbital gap (spin up / spin down)	7.0747 / 6.8639	eV

```
! RIJCOSX wB97M-V def2-TZVPD def2/J DEFGRID3
* xyz 0 3
Pt -0.4535 -0.4117 -1.3519
S -1.0727 -2.8531 -3.9710
O -0.5598 -4.1670 -4.0868
O -1.9857 -2.4915 -5.0394
O -1.7098 -2.5675 -2.6613
O -0.0561 -1.7851 -3.8277
C 3.7257 4.4990 -0.4277
C 2.2992 4.6308 -0.8400
O 2.1227 4.5144 -2.2649
C 1.6709 3.3804 -2.7727
O 1.1155 2.4707 -2.2159
O 1.6858 3.5316 -4.0831
C 0.9712 2.6080 -4.8642
H 3.8638 4.9792 0.5411
H 4.4536 4.8361 -1.1656
H 4.0345 3.4556 -0.3634
H 2.0599 5.5989 -0.4000
H 1.6759 3.9002 -0.3245
H 1.5894 1.7172 -4.9752
H 0.9439 2.9380 -5.9026
H -0.0241 2.3828 -4.4809
C -2.9900 -5.7656 4.5409
C -1.6701 -4.9732 4.5789
O -1.3231 -3.9371 3.7195
C -1.1488 -4.0903 2.4497
O -1.0128 -3.1038 1.6796
O -1.0778 -5.3929 2.0854
C -0.6414 -5.7314 0.7195
H -3.0514 -6.2127 5.5330
H -2.9503 -6.3836 3.6439
H -3.8350 -5.1035 4.3521
H -1.0325 -5.8572 4.5932
H -1.3678 -4.5208 5.5235
H 0.3717 -5.3649 0.5545
H -1.4129 -5.3727 0.0380
H -0.6527 -6.8154 0.6058
C 0.9565 0.2535 6.2148
C -0.3026 0.6560 5.4130
O -0.0358 0.9306 4.0536
C -0.9374 1.0248 3.1706
O -0.6456 1.0708 1.9763
O -2.1489 0.9342 3.7327
C -3.3290 0.7736 3.0321
H 1.6121 1.1242 6.2043
H 1.3856 -0.6667 5.8184
H 0.7541 0.1600 7.2818
H -0.8044 1.5487 5.7862
H -0.9334 -0.2320 5.3729
H -3.1098 0.2150 2.1221
H -3.8035 1.6817 2.6601
H -3.9646 0.0818 3.5848
C -3.1876 5.9384 -1.0048
C -3.3457 4.3712 -0.8725
O -3.9268 3.9809 -2.1300
C -3.7176 2.6814 -2.6153
O -3.0333 1.7623 -2.1863
O -4.4625 2.6174 -3.7561
C -4.5677 1.4047 -4.5866
H -3.9973 6.3824 -1.5839
H -2.2206 6.2207 -1.4212
H -3.1192 6.5017 -0.0741
H -4.0292 4.0622 -0.0817
H -2.4081 3.9174 -0.5514
H -5.3686 1.6446 -5.2861
H -4.6572 0.4131 -4.1429
H -3.7158 1.2239 -5.2421
C 5.6572 -2.0185 -3.7642
C 4.8402 -0.8970 -2.9845
O 5.1488 -1.1336 -1.6164
C 4.1276 -1.3020 -0.6758
O 2.9436 -1.1172 -0.8232
O 4.6603 -1.7348 0.4822
C 3.8758 -2.1170 1.6340
H 4.9991 -2.8868 -3.7964
H 6.4805 -2.4227 -3.1752
H 5.7890 -1.7611 -4.8152
H 3.7911 -1.0548 -3.2345
H 5.1089 0.1393 -3.1894
H 3.9521 -3.1902 1.8085
H 2.8009 -1.9514 1.5610
H 4.3336 -1.7725 2.5613
*
```

***

Entry 3:
This record from OMol25 describes a cluster of 10 separate species, C20H40O40S10 in total in a non-equilibrium geometry. The level of theory is ωB97M-V/def2-TZVPD.

Output
E_HOMO (spin up / spin down)	-12.324 / -12.324	eV
energy relative to the best compared isomer or geometry (same formula, charge and spin)	96.9	kJ/mol
orbital gap (spin up / spin down)	7.8974 / 1.9755	eV

```
! RIJCOSX wB97M-V def2-TZVPD def2/J DEFGRID3
* xyz 1 2
C -6.6995 -8.0626 -37.3436
C -6.7700 -8.0800 -35.8102
O -5.4545 -7.9550 -35.4463
S -4.3716 -8.6125 -36.5506
O -4.1446 -9.9975 -36.2226
O -3.2595 -7.6681 -36.7130
O -5.4321 -8.4519 -37.8147
H -7.1086 -7.2012 -37.8716
H -7.3679 -8.8515 -37.6884
H -7.1453 -9.0520 -35.4898
H -7.3429 -7.2449 -35.4072
C -3.4678 -2.3650 -35.3574
C -3.2170 -3.4582 -36.3366
O -3.5970 -4.7522 -35.7068
S -4.2047 -4.4845 -34.1750
O -3.2047 -4.6077 -33.1539
O -5.4982 -5.2548 -34.0244
O -4.4462 -2.8795 -34.5122
H -3.7218 -1.4114 -35.8203
H -2.5968 -2.0787 -34.7679
H -2.2268 -3.5659 -36.7793
H -3.8995 -3.4180 -37.1856
C -6.1219 -7.0192 -26.3967
C -7.2519 -7.4865 -25.5083
O -7.2397 -6.7540 -24.3498
S -5.9348 -5.6867 -24.1656
O -4.7578 -6.4420 -23.6856
O -6.3406 -4.3439 -23.7065
O -5.8528 -5.7000 -25.8385
H -6.3507 -6.9981 -27.4622
H -5.2684 -7.6841 -26.2638
H -7.2645 -8.5399 -25.2284
H -8.2498 -7.3690 -25.9308
C -8.4998 -4.8293 -35.6198
C -9.3157 -3.5702 -35.5114
O -9.3841 -3.0420 -36.7752
S -8.0618 -3.3326 -37.6913
O -6.9218 -2.4601 -37.4143
O -8.3977 -3.6223 -39.0938
O -7.8630 -4.7737 -36.8736
H -9.1658 -5.6917 -35.6468
H -7.7615 -4.8727 -34.8190
H -9.0071 -2.7896 -34.8160
H -10.3291 -3.9122 -35.3010
C -4.2532 -12.0785 -28.8928
C -2.8461 -11.5376 -29.1263
O -2.6998 -10.3104 -28.5179
S -4.1806 -9.6703 -28.1717
O -4.4303 -8.4286 -29.0025
O -4.4527 -9.7845 -26.7734
O -4.9802 -10.9330 -28.9514
H -4.3091 -12.6304 -27.9545
H -4.6501 -12.7940 -29.6130
H -2.7987 -11.4340 -30.2104
H -2.1144 -12.2966 -28.8497
C -11.6680 -10.2458 -32.4728
C -12.3570 -10.9688 -31.3084
O -12.1643 -12.3903 -31.4302
S -11.3539 -12.8466 -32.8517
O -12.4374 -13.0344 -33.8501
O -10.1922 -13.7384 -32.6625
O -10.7529 -11.2427 -32.9663
H -11.0909 -9.3454 -32.2623
H -12.3833 -10.0436 -33.2700
H -13.4206 -10.7356 -31.2589
H -11.7916 -10.5617 -30.4701
C -11.5945 -9.6749 -27.5574
C -12.0265 -9.5356 -26.0930
O -11.3726 -10.6436 -25.4992
S -11.1751 -11.9935 -26.4631
O -12.3060 -12.8212 -26.2945
O -9.8952 -12.6433 -26.5719
O -11.3025 -11.0300 -27.7980
H -10.5555 -9.3485 -27.6032
H -12.2825 -9.2425 -28.2839
H -13.0619 -9.8461 -25.9531
H -11.8758 -8.5824 -25.5863
C -8.9170 -3.7246 -29.0283
C -9.4913 -4.8304 -28.1187
O -10.5569 -5.2970 -28.8295
S -11.1459 -4.3744 -30.0912
O -11.9557 -3.2360 -29.7143
O -11.5889 -5.2751 -31.1564
O -9.6068 -3.8516 -30.2550
H -7.8631 -3.6908 -29.3043
H -9.0940 -2.6645 -28.8471
H -9.8087 -4.3746 -27.1809
H -8.8277 -5.6467 -27.8333
C -8.1528 -6.2855 -31.9361
C -7.2091 -7.4136 -32.3083
O -7.9138 -8.5586 -31.8397
S -8.4634 -8.2163 -30.2885
O -7.3765 -8.1871 -29.3705
O -9.7416 -8.9002 -29.9876
O -8.8730 -6.6721 -30.7868
H -8.9160 -6.0813 -32.6871
H -7.7204 -5.3055 -31.7344
H -6.3104 -7.4084 -31.6917
H -7.0810 -7.5033 -33.3871
C -6.8745 -0.1951 -34.9060
C -7.9072 0.4948 -34.0814
O -7.8106 -0.0877 -32.8102
S -7.0099 -1.5554 -32.8068
O -7.7653 -2.6555 -32.2393
O -5.6564 -1.4000 -32.2946
O -7.0568 -1.5770 -34.4751
H -5.8348 0.1086 -34.7837
H -7.0839 -0.2967 -35.9709
H -8.8886 0.4363 -34.5520
H -7.6738 1.5524 -33.9589
*
```

***

Entry 4:
This record from OMol25 describes a structure of composition C20H41AsInN4P2S in a non-equilibrium geometry. The level of theory is ωB97M-V/def2-TZVPD.

Output
E_HOMO	-16.993	eV
energy relative to the best compared isomer or geometry (same formula, charge and spin)	0.0	kJ/mol
orbital gap	7.9326	eV

```
! RIJCOSX wB97M-V def2-TZVPD def2/J DEFGRID3
* xyz 3 1
In 0.0360 0.3075 -0.6315
C 3.4565 0.5861 2.4713
C 2.2500 0.7113 1.6221
N 2.1343 0.2980 0.4064
N 3.0985 -0.4809 -0.1762
C 2.9997 -0.7863 -1.5251
N 4.1351 -1.0763 -2.0923
S 1.6245 -0.6042 -2.4507
C 0.9518 1.2296 2.3031
C 0.9739 1.8268 3.5503
C -0.2411 2.1522 4.1315
C -1.3832 1.9592 3.4199
C -1.3227 1.3735 2.1643
N -0.1564 0.9887 1.6206
H 3.5506 1.4987 3.0387
H 4.2933 0.3546 1.8586
H 3.3347 -0.2156 3.2035
H 4.0908 -0.4450 0.1109
H 5.0239 -1.4114 -1.7547
H 4.0196 -1.3024 -3.0506
H 1.8942 1.9515 4.1002
H -0.2403 2.6226 5.1120
H -2.3025 2.2706 3.7992
H -2.2223 1.0995 1.6054
C -3.7163 0.4468 -0.7766
P -2.2453 0.9654 -1.7415
C -2.4623 0.5282 -3.4373
C -2.2051 2.7741 -1.8126
C -0.8313 3.2198 -2.4538
P 0.6529 2.8468 -1.3770
C 2.1921 2.9392 -2.3702
C 0.7424 4.1708 -0.0574
H -4.6205 0.7007 -1.3528
H -3.7294 0.7904 0.2265
H -3.6422 -0.6382 -0.8619
H -3.5240 0.6362 -3.6819
H -2.1951 -0.5146 -3.7002
H -1.9880 1.2182 -4.1012
H -2.2040 3.1821 -0.8119
H -3.1411 3.0100 -2.3054
H -0.9689 4.2850 -2.7676
H -0.5447 2.6442 -3.3365
H 3.0097 2.4115 -1.8409
H 2.4938 3.9540 -2.4767
H 2.0113 2.5048 -3.3591
H 1.5378 4.8329 -0.2256
H 0.8293 3.7147 0.9506
H -0.1729 4.7164 -0.1738
C -3.1205 -2.4151 1.2244
C -1.8126 -3.0669 1.4346
As -0.2979 -2.2288 0.3820
C 1.1937 -2.7472 1.5843
C 1.2055 -4.1628 2.1614
C -0.1133 -3.4433 -1.1803
C -1.3062 -3.2697 -2.0650
H -3.8834 -2.9500 1.7905
H -3.3743 -2.4441 0.1346
H -3.1603 -1.3371 1.4153
H -1.8613 -4.1456 1.1300
H -1.4319 -2.8991 2.4378
H 1.0501 -1.9893 2.4010
H 2.0625 -2.5175 0.9903
H 0.3086 -4.3832 2.7212
H 2.0980 -4.2964 2.7135
H 1.1808 -4.7665 1.2641
H 0.0578 -4.4316 -0.8825
H 0.8242 -3.0740 -1.6681
H -2.2355 -3.4732 -1.4988
H -1.2297 -3.9530 -2.9641
H -1.4316 -2.2540 -2.5185
*
```

***

Entry 5:
This record from OMol25 describes a cluster of 2 separate species, C20H41BFIO12PSSi in total in a non-equilibrium geometry. The level of theory is ωB97M-V/def2-TZVPD.

Output
E_HOMO	-5.584	eV
orbital gap	7.9141	eV

```
! RIJCOSX wB97M-V def2-TZVPD def2/J DEFGRID3
* xyz -1 1
C 0.4539 -0.3768 -3.1423
Si 1.7638 0.8875 -3.6027
C 1.4311 1.4236 -5.3759
C 3.4210 -0.0009 -3.5765
O 1.6223 2.1106 -2.4951
C 2.7879 2.8429 -2.1137
C 3.5754 2.2596 -0.9453
C 3.1282 2.7212 0.4546
C 2.4910 4.0989 0.5887
C 3.2818 5.2970 0.0157
C 4.7494 5.1691 -0.1559
O 4.1685 5.9639 0.8836
O 1.9555 1.8979 0.6529
B 2.0976 0.8023 1.6182
C 0.7695 0.8843 2.5626
C 0.8400 0.1273 3.8824
O 1.0184 -1.2844 3.7159
C 2.5413 -0.7015 1.0556
C 1.5218 -1.4943 0.3418
O 0.3440 -1.4009 0.3534
I 2.3533 -3.1721 -0.9112
O 3.3190 1.2373 2.3789
C 4.0601 2.1188 1.6141
S 4.7933 3.1760 2.9031
O 5.8775 3.9628 2.4024
O 5.1383 2.3349 3.9986
F 3.6426 4.1093 3.4018
H -0.4499 -0.1744 -3.7186
H 0.2157 -0.2306 -2.0879
H 0.8150 -1.3931 -3.2854
H 0.6953 2.2187 -5.4818
H 1.0612 0.5417 -5.9067
H 2.3674 1.6830 -5.8763
H 3.5506 -0.6087 -4.4718
H 4.2705 0.6706 -3.4396
H 3.4146 -0.6784 -2.7183
H 2.4825 3.8756 -1.9615
H 3.4627 2.8573 -2.9801
H 4.6267 2.5259 -1.1255
H 3.5478 1.1731 -0.9587
H 1.5854 4.1151 -0.0138
H 2.2316 4.3687 1.6079
H 2.7596 5.8865 -0.7335
H 5.2006 5.8015 -0.9127
H 5.2742 4.2963 0.1982
H 0.6461 1.9435 2.8140
H -0.1409 0.5980 2.0233
H -0.0996 0.2742 4.4354
H 1.6511 0.5153 4.4978
H 0.5614 -1.5461 2.9119
H 2.8779 -1.2826 1.9189
H 3.4182 -0.6089 0.4076
H 4.8090 1.4702 1.1403
O -4.1183 -2.8001 -1.4765
P -4.7910 -2.7530 -0.1716
O -3.8715 -3.4122 0.9608
C -2.5977 -2.8143 1.2827
C -2.7577 -1.5021 2.0234
O -5.9461 -3.8964 -0.2816
C -6.2112 -4.5951 -1.4921
C -5.4966 -5.9296 -1.5079
O -5.6504 -1.7402 0.6925
C -7.0281 -1.8730 1.0626
C -7.1806 -2.7449 2.2866
H -2.0124 -2.6746 0.3726
H -2.0709 -3.5335 1.9078
H -3.2085 -0.7401 1.3835
H -1.7890 -1.1308 2.3564
H -3.4089 -1.6263 2.8899
H -5.9474 -3.9936 -2.3608
H -7.2928 -4.7546 -1.5262
H -4.4219 -5.7952 -1.3857
H -5.6825 -6.4573 -2.4449
H -5.8427 -6.5528 -0.6816
H -7.6339 -2.2196 0.2282
H -7.3706 -0.8626 1.2921
H -6.7898 -3.7460 2.1149
H -8.2339 -2.8197 2.5618
H -6.6272 -2.3193 3.1245
*
```

***

Entry 6:
This record from OMol25 describes a structure of composition C20H41ErN2P3S in a non-equilibrium geometry. The level of theory is ωB97M-V/def2-TZVPD.

Output
E_HOMO (spin up / spin down)	-15.660 / -15.660	eV
energy relative to the best compared isomer or geometry (same formula, charge and spin)	20.5	kJ/mol
orbital gap (spin up / spin down)	5.5710 / 5.6088	eV

```
! RIJCOSX wB97M-V def2-TZVPD def2/J DEFGRID3
* xyz 3 4
Er -0.4729 -0.1313 0.4339
P 1.9478 0.9116 1.5748
P -2.5945 2.2462 0.7120
P 0.6235 1.6640 -1.5795
H 0.6529 -4.8976 0.8359
C 1.5453 -4.7049 0.2279
C 2.6258 -4.0483 0.6762
H 2.5844 -3.5278 1.6393
C 2.4053 -0.0556 3.0512
C 1.9030 2.5798 2.3123
C 3.5819 0.9744 0.7735
C -4.1655 1.8306 -0.0444
C -2.7780 2.3019 2.4605
C -2.0568 3.8505 0.1393
C 1.9670 0.8105 -2.4724
C 1.3048 3.3535 -1.4077
C -0.5697 1.9127 -2.9420
H 1.5349 -5.1325 -0.7758
H 3.5121 -3.8786 0.0521
H 2.2506 -1.1241 2.8682
H 1.8012 0.2504 3.9097
H 3.4639 0.1325 3.2580
H 1.0886 2.6453 3.0401
H 1.7510 3.3412 1.5440
H 2.8550 2.7641 2.8208
H 3.7347 0.0828 0.1622
H 4.3332 0.9985 1.5691
H 3.6965 1.8683 0.1561
H -4.8248 2.6737 0.2259
H -4.5645 0.8929 0.3874
H -4.0954 1.7531 -1.1464
H -3.5855 3.0334 2.6235
H -1.8696 2.6928 2.9369
H -3.0881 1.3416 2.8940
H -2.9055 4.5040 0.3145
H -1.8110 3.8467 -0.9262
H -1.1938 4.1584 0.7357
H 2.1581 1.3741 -3.3911
H 1.6609 -0.2207 -2.6980
H 2.8779 0.7935 -1.8638
H 1.4913 3.7384 -2.4179
H 2.2513 3.3554 -0.8562
H 0.5985 4.0262 -0.9074
H -0.0481 2.4369 -3.7496
H -1.4133 2.5369 -2.6238
H -0.9386 0.9441 -3.3056
C -0.4189 -2.6448 -2.3389
C -1.5270 -2.1144 -3.0465
C -1.7648 -2.5184 -4.3665
C -0.9338 -3.4627 -4.9797
C 0.1845 -3.9350 -4.2970
C 0.4637 -3.5077 -3.0041
S -0.0600 -2.3621 -0.6441
H -1.4906 1.5812 0.0373
H -2.1650 -1.3628 -2.5831
H -2.5976 -2.1114 -4.9367
H -1.1764 -3.8539 -5.9667
H 0.8676 -4.6441 -4.7513
H 1.3689 -3.8155 -2.4730
N -1.0067 -2.3631 2.4956
C -1.1947 -2.7707 3.7591
C -1.2572 -1.6229 4.5455
C -1.0663 -0.5391 3.6890
N -0.9063 -0.9950 2.4012
H -0.8505 -2.9505 1.6835
H -1.2762 -3.8242 4.0144
H -1.4180 -1.5888 5.6116
H -1.0008 0.5066 3.9229
*
```

***

Question: What is the formula in the fifth record?
Answer: C20H41BFIO12PSSi